# C3H9NO2

A cluster of 2 separate species, C3H9NO2 in total (ωB97M-V with the def2-TZVPD basis set, the Open Molecules 2025 dataset).

Its largest force on an atom is 7.12 eV/A. Its structure (SMILES) is CCOC=O.N. Its net charge is 0. The calculation puts the gap between HOMO and LUMO at 10.14 eV.

Geometry as XYZ:
```
15
Properties=species:S:1:pos:R:3:forces:R:3
C 0.02260 2.71254 -0.69767 1.18 3.82 4.49
C 0.19183 1.27229 -0.63913 -0.27 -4.41 -3.44
O 0.10596 0.44895 0.51504 -3.95 1.78 0.62
C 0.59350 -0.16852 1.49356 4.86 -3.95 3.40
O 1.80283 -0.42027 1.70908 -2.41 1.37 -0.81
H 1.02136 3.31399 -0.58531 -1.39 -1.43 0.03
H -0.33421 3.15668 -1.64009 -0.82 -0.69 0.69
H -0.50282 2.97775 0.38899 0.52 -0.02 -3.25
H -0.65586 0.71712 -1.28306 1.96 1.49 1.04
H 1.15530 0.95668 -0.99839 0.39 0.16 -1.02
H -0.04953 -0.81649 2.24252 -0.10 1.89 -1.75
N -0.79816 -3.54678 -0.15438 -0.50 -0.15 -1.77
H -1.05482 -3.13378 -1.03522 0.20 0.04 0.56
H -0.20826 -3.16040 0.49792 1.41 1.39 0.99
H -1.28972 -4.30976 0.18613 -1.10 -1.27 0.22
```
Forces are in eV/Å.

=====

# C4H15N2O

A cluster of 2 separate species, C4H15N2O in total (ωB97M-V with the def2-TZVPD basis set, the Open Molecules 2025 dataset).

Its largest force on an atom is 1.61 eV/A. Its net charge is +1. The calculation puts the gap between HOMO and LUMO at 11.07 eV.

Geometry as XYZ:
```
22
Properties=species:S:1:pos:R:3:forces:R:3
C 1.30797 1.69936 -1.56197 -0.24 -0.37 -0.09
C 0.62597 0.71322 -0.60294 0.82 0.55 0.04
C 0.52370 -0.69258 -1.15620 -0.55 -0.42 0.03
C -0.48894 -1.62158 -0.44253 1.32 0.66 0.63
N -0.50897 -1.26497 1.02230 -0.31 0.15 0.47
N 1.31092 0.64201 0.70486 0.15 -0.05 0.10
H 0.77248 1.70522 -2.51419 0.06 0.14 0.03
H 1.26042 2.69520 -1.12911 0.06 0.14 -0.06
H 2.35466 1.45775 -1.77057 -0.11 -0.12 0.14
H -0.36943 1.12614 -0.42359 -0.19 -0.21 0.07
H 0.25865 -0.59438 -2.18347 -0.53 -0.11 -0.87
H 1.46292 -1.24346 -1.20761 0.39 0.44 0.35
H -0.03234 -2.60587 -0.47750 -0.76 -0.33 -0.26
H -1.50744 -1.54339 -0.78810 -0.12 -0.28 -0.32
H -0.64857 -2.06378 1.63022 0.01 -0.22 -0.01
H 0.35618 -0.72956 1.28019 0.25 0.05 -0.16
H -1.25587 -0.59822 1.26930 -0.34 -0.19 -0.22
H 2.27006 0.35266 0.55102 0.16 -0.08 -0.04
H 1.38395 1.55948 1.12290 -0.12 0.17 0.13
H -3.71210 0.26669 1.82395 0.35 -0.06 0.09
H -2.58097 0.64708 2.80876 -0.19 -0.02 -0.05
O -2.78324 0.09297 2.04426 -0.10 0.16 0.00
```
Forces are in eV/Å.

=====

# C4H3NO2

An isolated molecule of C4H3NO2 (ωB97M-V with the def2-TZVPD basis set, the Open Molecules 2025 dataset).

Its largest force on an atom is 0.54 eV/A. Its net charge is 0. The calculation puts the gap between HOMO and LUMO at 8.13 eV.

Geometry as XYZ:
```
10
Properties=species:S:1:pos:R:3:forces:R:3
O 1.61710 0.91835 1.11567 0.13 0.20 -0.11
C 1.48982 0.04150 0.13870 0.07 -0.05 -0.04
C 0.35946 0.04733 -0.61575 -0.02 -0.10 0.44
N -0.34240 -1.11381 -0.75188 -0.16 0.22 0.11
C -1.56105 -0.77696 -0.41723 -0.30 -0.19 -0.08
C -1.76105 0.66071 -0.17445 0.20 -0.35 -0.18
O -0.50073 1.10989 -0.32591 -0.21 -0.08 0.19
H 2.26562 -0.71174 0.07152 -0.11 0.06 -0.02
H -2.31098 -1.53358 -0.23214 -0.08 0.04 -0.35
H 0.74422 1.35831 1.19147 0.48 0.24 0.04
```
Forces are in eV/Å.

=====

> Which value of largest force on an atom does entry 1 give?

7.12 eV/A